Entry from OMol25: the molecule C2H5NO2S in a non-equilibrium geometry (wB97M-V/def2-TZVPD).

E_HOMO = -8.9 eV
Molar mass = 107.13 g mol⁻¹
ΔE to the lowest compared entry with this formula, charge and spin = 85.8 kcal/mol
Max |F| = 0.11716 Eh/bohr

```
! RIJCOSX wB97M-V def2-TZVPD def2/J DEFGRID3
* xyz 0 1
C -1.080 -1.092 0.806
C 0.088 0.087 -0.700
H -0.927 -1.369 1.755
H -2.004 -0.409 0.877
H -1.402 -1.816 -0.055
H 0.855 1.871 -1.285
H 2.492 1.101 0.465
N 1.249 0.857 -0.918
O 0.184 -0.427 0.449
O 1.609 1.474 0.437
S -1.063 -0.277 -1.829
*
```

Results of the natural (NBO) charge analysis, in e, for atoms 1 through 6: -0.2873, 0.3705, 0.1883, 0.2009, 0.2347, 0.3966